[1]
{
  "formula": "C43H69Br16N3O4SSi",
  "method": "ωB97M-V with the def2-TZVPD basis set",
  "symbols": ["C", "C", "C", "C", "C", "O", "C", "C", "C", "C", "Si", "C", "C", "C", "C", "C", "C", "C", "C", "S", "C", "N", "N", "C", "O", "C", "C", "C", "O", "C", "C", "N", "C", "C", "C", "O", "H", "H", "H", "H", "H", "H", "H", "H", "H", "H", "H", "H", "H", "H", "H", "H", "H", "H", "H", "H", "H", "H", "H", "H", "H", "H", "H", "H", "H", "H", "H", "H", "H", "H", "H", "H", "H", "Br", "C", "C", "Br", "H", "H", "H", "H", "Br", "C", "C", "Br", "H", "H", "H", "H", "Br", "C", "C", "Br", "H", "H", "H", "H", "Br", "C", "C", "Br", "H", "H", "H", "H", "Br", "C", "C", "Br", "H", "H", "H", "H", "Br", "C", "C", "Br", "H", "H", "H", "H", "Br", "C", "C", "Br", "H", "H", "H", "H", "Br", "C", "C", "Br", "H", "H", "H", "H"],
  "coordinates": [[0.558, -2.480, 3.137], [1.574, -1.799, 3.643], [2.238, -0.660, 2.926], [1.733, 0.618, 2.978], [0.505, 0.761, 3.843], [-0.629, 0.477, 3.027], [-1.829, 0.604, 3.774], [-2.974, 0.331, 2.798], [-3.129, -1.154, 2.469], [2.323, 1.672, 2.285], [1.515, 3.398, 2.402], [1.697, 4.049, 4.196], [2.098, 4.704, 1.200], [-0.362, 3.244, 2.116], [3.478, 1.363, 1.563], [4.253, 2.411, 0.779], [3.734, 2.508, -0.675], [4.478, 3.509, -1.572], [4.518, 4.985, -1.124], [3.292, 6.018, -2.020], [1.893, 5.012, -2.314], [1.748, 3.929, -2.976], [0.433, 3.549, -2.852], [-0.139, 4.424, -2.117], [0.714, 5.389, -1.744], [3.979, 0.076, 1.522], [3.370, -0.956, 2.222], [3.988, -2.342, 2.180], [3.357, -3.383, 2.206], [5.468, -2.366, 2.061], [6.055, -1.389, 1.373], [7.416, -1.269, 1.123], [8.167, -2.549, 1.078], [8.840, -2.821, 2.452], [5.208, -0.305, 0.749], [5.555, 0.148, -0.327], [0.330, -3.453, 3.557], [-0.049, -2.046, 2.353], [1.965, -2.010, 4.638], [0.419, 1.732, 4.343], [0.486, 0.007, 4.641], [-1.862, -0.174, 4.552], [-1.900, 1.604, 4.219], [-2.664, 0.824, 1.869], [-3.904, 0.818, 3.095], [-3.825, -1.671, 3.141], [-3.518, -1.289, 1.457], [-2.182, -1.690, 2.515], [1.819, 3.231, 4.908], [2.489, 4.792, 4.303], [0.737, 4.519, 4.474], [2.046, 4.443, 0.151], [1.429, 5.565, 1.336], [3.081, 5.072, 1.496], [-0.895, 2.949, 3.013], [-0.762, 4.176, 1.710], [-0.466, 2.490, 1.329], [5.293, 2.097, 0.692], [4.305, 3.379, 1.275], [2.646, 2.608, -0.715], [3.933, 1.528, -1.112], [4.111, 3.411, -2.593], [5.524, 3.176, -1.610], [4.485, 5.124, -0.049], [5.477, 5.371, -1.463], [-1.169, 4.409, -1.807], [6.017, -3.184, 2.504], [7.560, -0.833, 0.217], [8.956, -2.395, 0.339], [7.562, -3.384, 0.717], [8.308, -3.616, 2.977], [9.892, -3.046, 2.291], [8.734, -1.917, 3.050], [-1.180, 6.466, 3.641], [-1.888, 8.084, 2.828], [-2.654, 7.768, 1.572], [-1.452, 7.366, 0.093], [-1.045, 8.747, 2.658], [-2.543, 8.523, 3.578], [-3.233, 8.630, 1.249], [-3.314, 6.913, 1.684], [-1.024, 3.345, -7.780], [-0.637, 2.299, -6.181], [-1.112, 0.878, -6.330], [-3.043, 0.752, -6.110], [-1.095, 2.817, -5.346], [0.444, 2.333, -6.074], [-0.693, 0.252, -5.545], [-0.875, 0.446, -7.297], [-5.922, -4.249, 2.148], [-6.565, -4.699, 3.930], [-6.204, -3.634, 4.930], [-4.327, -3.736, 5.428], [-6.154, -5.669, 4.175], [-7.645, -4.779, 3.833], [-6.756, -3.777, 5.857], [-6.378, -2.628, 4.560], [8.185, 3.376, -6.251], [6.706, 3.745, -5.041], [6.919, 5.025, -4.278], [8.211, 4.795, -2.837], [6.604, 2.879, -4.394], [5.827, 3.825, -5.678], [5.994, 5.331, -3.790], [7.282, 5.836, -4.901], [2.661, 0.401, -5.482], [3.468, 0.499, -7.252], [2.694, -0.306, -8.261], [3.032, -2.211, -8.069], [4.497, 0.173, -7.146], [3.450, 1.556, -7.515], [3.013, -0.058, -9.272], [1.620, -0.166, -8.179], [-7.770, -8.725, 1.037], [-9.352, -8.524, 2.151], [-9.236, -7.326, 3.053], [-8.051, -7.676, 4.559], [-9.477, -9.455, 2.694], [-10.178, -8.398, 1.455], [-10.199, -7.086, 3.498], [-8.847, -6.450, 2.541], [-9.293, -11.447, -2.388], [-7.452, -10.933, -2.754], [-7.308, -9.439, -2.871], [-7.969, -8.788, -4.581], [-7.151, -11.459, -3.654], [-6.879, -11.305, -1.908], [-6.258, -9.154, -2.843], [-7.848, -8.901, -2.098], [-8.589, -1.829, -0.982], [-6.703, -1.369, -0.851], [-5.905, -1.968, -1.978], [-5.599, -3.868, -1.699], [-6.366, -1.700, 0.127], [-6.670, -0.282, -0.896], [-4.913, -1.521, -2.021], [-6.388, -1.864, -2.945]],
  "forces_ev_per_a": [[0.0255, 0.1052, 0.4940], [-0.1001, 0.5927, 0.1240], [-0.9220, -1.4857, 0.8298], [-0.6059, 0.4999, 0.6461], [-0.5432, -0.3452, -0.1157], [0.1034, 0.4254, 0.4137], [-0.5733, -0.6495, -0.4308], [0.6893, 0.2309, -0.6247], [-0.5646, -0.2238, 0.0941], [-0.0235, 0.2333, 0.0373], [-0.9085, 0.2768, 0.7351], [-0.4664, -0.0468, -0.4285], [-0.1285, 0.4643, 0.6221], [0.8990, -0.1077, -0.7925], [0.6387, 1.2152, -0.7483], [0.0112, 0.0963, -0.5603], [0.0838, -0.1917, -0.0759], [0.4599, -0.2577, 0.6655], [-0.1188, -0.8529, -0.9002], [0.1352, 0.4952, -0.0144], [-0.0178, 0.1928, 0.6735], [0.4742, -0.4054, -0.6975], [-0.2646, -0.7877, -0.2849], [0.3324, -0.0060, -0.1704], [-0.3875, 0.6045, 0.5637], [0.7663, -0.5942, -0.3912], [0.5424, -0.4335, -0.5073], [0.2397, -0.5231, -0.1460], [0.2481, 0.6504, 0.2009], [-0.6334, 0.0878, 0.4034], [0.6539, 0.6809, -0.0826], [-0.3774, -1.2102, -1.1612], [0.8541, 0.6950, 0.7202], [-0.7874, 0.0022, -0.6808], [0.0749, -0.1059, -0.1697], [-0.0344, -0.1523, 0.5756], [-0.5514, 0.2493, 0.1497], [0.3824, -0.4732, -0.4833], [0.4029, -0.6153, -0.3366], [-0.0650, 0.0924, -0.3081], [0.4080, 0.1424, 0.0396], [0.1657, 0.2902, 0.2260], [0.0059, -0.0727, 0.0923], [-0.1162, 0.1733, 0.1008], [-0.0020, -0.2140, 0.2176], [0.1721, 0.1192, -0.0080], [-0.0185, 0.0057, 0.0477], [0.0562, 0.1488, 0.0285], [0.3525, 0.0874, -0.0169], [0.0301, -0.1199, 0.1451], [0.4067, 0.0091, -0.1663], [0.2276, -0.1238, 0.0509], [-0.0875, -0.1447, 0.0315], [0.0723, -0.0584, -0.2821], [-0.1605, 0.0133, -0.1188], [0.0640, 0.0759, 0.2334], [-0.3610, -0.1030, 0.2211], [-0.0205, 0.0814, 0.1071], [-0.3980, -0.0804, 0.1105], [0.0453, 0.2781, 0.0914], [-0.1265, 0.0456, -0.0294], [-0.0923, 0.1460, 0.0376], [-0.0556, -0.0149, 0.0988], [-0.3254, 0.0122, -0.0161], [-0.0488, 0.3807, -0.0545], [0.0052, 0.3489, 0.1199], [-0.1401, -0.1837, -0.1669], [-0.3128, 0.5303, 0.2287], [-0.0504, -0.0235, 0.0229], [-0.1719, 0.0939, 0.1701], [0.3658, -0.1336, 0.0681], [-0.0330, -0.2167, 0.3455], [0.2302, -0.0027, 0.0227], [0.0640, 0.1092, -0.0051], [-0.1034, -0.1362, 0.2305], [0.0693, 0.1775, -0.2456], [-0.0158, -0.1023, 0.0598], [-0.0195, -0.0104, -0.0802], [-0.0424, -0.0069, -0.0482], [0.0256, 0.0154, 0.0332], [0.0300, -0.0023, 0.0615], [-0.0336, 0.0256, 0.0317], [0.1581, 0.0713, -0.2278], [-0.1149, -0.0414, 0.2941], [0.0060, -0.0291, -0.0875], [-0.0111, -0.0704, 0.0232], [-0.0106, -0.0731, 0.0571], [0.0476, 0.0618, 0.0112], [-0.0053, 0.0679, -0.0197], [0.0087, -0.0669, -0.0411], [0.0151, 0.3283, -0.2864], [0.0837, -0.0753, 0.2419], [0.0095, 0.0605, -0.0211], [0.0504, 0.0345, 0.0435], [-0.0035, 0.0433, 0.0748], [-0.0200, -0.0464, -0.0321], [-0.0183, -0.0342, -0.0590], [-0.0046, -0.0508, 0.0611], [0.0203, 0.0130, -0.2495], [-0.0829, -0.0316, 0.2966], [-0.0213, 0.0410, -0.0628], [-0.0041, 0.0453, 0.0479], [-0.0203, 0.0494, 0.0496], [-0.0307, -0.0387, -0.0545], [0.0093, -0.0513, -0.0440], [0.0994, -0.0265, 0.0184], [-0.1615, 0.2117, 0.1295], [0.1820, -0.1978, -0.1452], [-0.0824, 0.0340, 0.0343], [-0.0231, -0.0631, -0.0481], [-0.0268, -0.0207, -0.0471], [0.0150, 0.0487, 0.0291], [0.0173, 0.0497, 0.0406], [0.0349, -0.0503, 0.0608], [0.0378, 0.0274, -0.3127], [-0.0569, 0.0033, 0.2617], [-0.1161, -0.1922, 0.0118], [0.0111, 0.0417, 0.0554], [-0.0073, 0.0454, 0.0326], [-0.0122, -0.0452, -0.0307], [0.0126, -0.0576, -0.0719], [0.0114, -0.0192, -0.0679], [-0.1034, -0.0588, 0.2566], [0.1224, 0.0848, -0.2310], [-0.0453, 0.0121, 0.0635], [0.0008, 0.0644, -0.0262], [0.0098, 0.0572, 0.0055], [0.0020, -0.0497, 0.0163], [-0.0148, -0.0638, 0.0190], [0.0410, -0.0448, 0.0706], [-0.1832, 0.1517, -0.0750], [0.2230, -0.1247, 0.1023], [-0.0428, -0.0105, -0.0425], [0.0324, -0.0455, -0.0350], [0.0354, -0.0128, -0.0374], [-0.0232, 0.0330, 0.0317], [-0.0551, 0.0281, 0.0412]],
  "molar_mass_g_mol": 2030.66,
  "smiles": "C=Cc1c(COCCC)c([Si](C)(C)C)c(CCCCSc2nnco2)c2c1C(=O)C=C(NCC)C2=O.BrCCBr.BrCCBr.BrCCBr.BrCCBr.BrCCBr.BrCCBr.BrCCBr.BrCCBr",
  "total_charge": 0,
  "homo_energy_ha": -0.3252,
  "energy_ev": -1197762.56115,
  "gap_ha": 0.3050
}

---

[2]
{
  "formula": "C3H12N2O2",
  "method": "ωB97M-V with the def2-TZVPD basis set",
  "symbols": ["C", "C", "N", "C", "N", "H", "H", "H", "H", "H", "H", "H", "H", "H", "H", "O", "H", "H", "O"],
  "coordinates": [[-2.181, -1.481, -1.275], [-1.508, -0.465, -0.320], [-0.183, -0.105, -0.756], [0.932, -0.883, -0.582], [1.178, -1.411, 0.559], [-2.610, -0.939, -2.128], [-2.932, -2.094, -0.775], [-1.445, -2.147, -1.718], [-2.102, 0.439, -0.360], [-1.421, -0.895, 0.672], [-0.022, 0.682, -1.352], [1.551, -1.209, -1.434], [1.884, -2.134, 0.442], [1.013, 0.471, 2.307], [-0.370, 0.840, 2.968], [0.412, 1.190, 2.545], [3.141, 3.019, -0.025], [2.145, 3.398, 1.033], [2.521, 3.723, 0.200]],
  "forces_ev_per_a": [[0.2921, 0.3678, -0.2835], [-0.0518, -0.5921, -0.5223], [1.3080, 0.4301, -0.6869], [-0.1703, -1.2721, 1.0456], [-0.3062, -0.2382, -0.2693], [-0.1838, -0.1978, 0.2399], [-0.1141, 0.1921, -0.0641], [0.1583, -0.1886, 0.2035], [-0.1160, 0.1611, 0.6263], [-0.2208, 0.2515, 0.2394], [-0.5409, 0.1337, -0.4233], [-0.2211, 0.8310, -0.1797], [0.2329, 0.2228, 0.1793], [-0.5802, -0.2348, 0.0451], [0.0557, -0.4315, -0.0006], [0.5200, 0.6171, -0.1681], [-0.0052, 0.1846, -0.1304], [-0.1048, 0.2243, -0.2005], [0.0481, -0.4608, 0.3497]],
  "molar_mass_g_mol": 108.14,
  "smiles": "[H]/N=C/NCC.O.O",
  "total_charge": 0,
  "homo_energy_ha": -0.3301,
  "energy_ev": -10380.11374,
  "gap_ha": 0.3578
}